Record 1
# C29H43ClN5O5

The ion C29H43ClN5O5 with charge +1 (wB97M-V/def2-TZVPD, the OMol25 dataset).

HOMO level	-11.00	eV
SMILES string	CCC[C@@]1(C[C@H](C)O)[C@@](CCc2ccccc2)(ON=O)O[C@@H](Cc2ccccc2C)[N@+]1(CC(=O)Cl)CC(N)(N)N
frontier orbital gap	7.82	eV

ORCA input file:
```
! wB97M-V def2-TZVPD RIJCOSX def2/J DEFGRID3
* xyz 1 1
C -1.194 -0.061 -5.032
C 0.163 -0.038 -4.117
C 0.258 1.234 -3.148
C 0.292 0.966 -1.565
C 0.470 2.456 -0.993
C -0.596 3.563 -1.402
C 0.048 4.518 -2.559
O -0.906 4.482 -0.296
C -1.223 0.510 -1.129
C -1.826 0.980 0.275
C -2.654 -0.151 1.075
C -2.869 0.450 2.566
C -4.112 1.245 3.016
C -4.229 1.783 4.486
C -3.085 1.560 5.541
C -1.812 0.777 5.071
C -1.730 0.252 3.616
O -2.345 0.787 -2.042
N -3.023 -0.399 -2.234
O -3.990 -0.188 -2.892
O -1.042 -0.946 -1.378
C 0.260 -1.146 -0.722
C 0.553 -2.685 -0.935
C 0.603 -3.544 0.441
C 1.995 -3.905 1.039
C 2.161 -4.758 2.321
C 0.908 -5.277 3.074
C -0.483 -4.924 2.489
C -0.658 -4.068 1.180
C -2.140 -3.805 0.639
N 1.309 -0.039 -0.997
C 2.467 -0.499 -1.806
C 3.424 0.478 -2.581
O 3.269 0.582 -3.835
Cl 4.883 1.412 -2.036
C 1.746 0.087 0.452
C 3.050 0.855 0.896
N 4.334 0.058 0.818
N 2.883 0.947 2.429
N 3.209 2.279 0.527
H -2.081 0.444 -4.531
H -0.932 0.597 -5.949
H -1.406 -1.100 -5.455
H 1.010 -0.059 -4.905
H 0.197 -1.057 -3.605
H 1.167 1.921 -3.359
H -0.629 1.892 -3.492
H 0.565 2.519 0.159
H 1.500 2.823 -1.379
H -1.588 3.203 -1.826
H 0.093 3.947 -3.563
H 1.117 4.842 -2.320
H -0.641 5.422 -2.761
H -0.206 5.178 -0.385
H -1.092 1.442 1.012
H -2.594 1.812 0.035
H -2.099 -1.133 1.225
H -3.686 -0.255 0.604
H -4.979 1.459 2.299
H -5.149 2.354 4.869
H -3.192 1.972 6.610
H -0.974 0.593 5.818
H -0.782 -0.301 3.308
H -0.149 -1.174 0.365
H 1.474 -2.999 -1.518
H -0.348 -3.133 -1.508
H 2.944 -3.559 0.492
H 3.220 -5.017 2.689
H 1.041 -5.923 4.002
H -1.393 -5.326 3.064
H -2.118 -3.162 -0.320
H -2.696 -3.241 1.483
H -2.726 -4.774 0.469
H 2.098 -1.244 -2.613
H 3.114 -1.177 -1.124
H 0.887 0.576 1.052
H 1.927 -1.003 0.811
H 4.235 -0.812 1.363
H 5.053 0.653 1.257
H 2.768 -0.010 2.814
H 2.030 1.482 2.657
H 2.525 2.859 1.050
H 4.127 2.642 0.854
*
```

***

Record 2
# C19H16BrNO4ReSSbSe4

A structure of composition C19H16BrNO4ReSSbSe4 (wB97M-V/def2-TZVPD, the OMol25 dataset).

HOMO level	-13.74	eV
ΔE to the lowest compared entry with this formula, charge and spin	0.0000	eV
frontier orbital gap	5.21	eV

ORCA input file:
```
! wB97M-V def2-TZVPD RIJCOSX def2/J DEFGRID3
* xyz 2 1
Re 1.305 1.332 -0.460
O 0.814 3.784 2.616
C 1.080 2.855 1.927
O 1.238 2.953 0.576
C 1.331 1.468 2.436
C 1.288 1.184 3.793
C 1.570 -0.098 4.182
C 1.911 -1.073 3.225
C 2.248 -2.396 3.608
C 2.596 -3.316 2.667
C 2.618 -2.952 1.302
C 2.294 -1.689 0.895
C 1.934 -0.721 1.855
N 1.624 0.577 1.494
H 1.033 1.974 4.485
H 1.539 -0.376 5.229
H 2.232 -2.655 4.659
H 2.860 -4.323 2.959
H 2.900 -3.691 0.562
H 2.305 -1.438 -0.154
Se 3.569 3.866 -4.212
Sb 3.261 4.180 -1.960
Se 3.378 1.225 -1.289
Se 0.043 2.631 -2.084
Se 3.261 5.460 -0.078
C -0.593 1.171 -4.864
S -1.256 1.181 -3.196
C -2.739 2.171 -3.392
H -0.403 2.191 -5.189
H -1.331 0.686 -5.503
H 0.323 0.584 -4.841
H -3.427 1.594 -4.008
H -2.495 3.124 -3.857
H -3.154 2.316 -2.397
Br -5.528 -1.286 1.650
C -3.994 -1.726 0.669
C -3.906 -2.964 0.043
C -2.772 -3.297 -0.688
C -1.727 -2.397 -0.800
C -1.829 -1.160 -0.165
C -2.960 -0.815 0.577
C -0.740 -0.203 -0.268
O 0.313 -0.426 -0.985
O -0.718 0.926 0.310
H -4.724 -3.667 0.131
H -2.711 -4.264 -1.168
H -0.839 -2.645 -1.365
H -3.021 0.144 1.072
*
```

***

Record 3
# C5H13N3O

A structure of composition C5H13N3O (wB97M-V/def2-TZVPD, the OMol25 dataset).

HOMO level	-7.50	eV
ΔE to the lowest compared entry with this formula, charge and spin	3.4697	eV
frontier orbital gap	8.22	eV

ORCA input file:
```
! wB97M-V def2-TZVPD RIJCOSX def2/J DEFGRID3
* xyz 0 1
C -0.438 0.461 -0.052
C -0.376 -0.973 -0.228
C -0.055 1.336 -1.227
C -0.325 1.103 1.308
C 1.623 -0.856 0.246
N -2.311 0.437 -0.300
N -0.864 -1.854 0.734
N 2.616 -0.382 -0.547
O 1.885 -1.542 1.226
H -0.424 -1.340 -1.250
H -2.705 -0.246 0.353
H -2.542 0.077 -1.227
H -1.030 -2.788 0.385
H -0.286 -1.884 1.572
H 3.581 -0.539 -0.275
H 2.453 0.272 -1.292
H 0.934 1.774 -1.086
H -0.074 0.795 -2.177
H -0.763 2.164 -1.303
H -0.221 2.186 1.217
H 0.506 0.825 1.957
H -1.187 0.977 1.967
*
```

***

Record 4
# C8H12N3

The ion C8H12N3 with charge +1 (wB97M-V/def2-TZVPD, the OMol25 dataset).

HOMO level	-12.02	eV
ΔE to the lowest compared entry with this formula, charge and spin	0.3672	eV
SMILES string	CN1CCc2c1[nH]ccc2=[NH2+]
frontier orbital gap	8.78	eV

ORCA input file:
```
! wB97M-V def2-TZVPD RIJCOSX def2/J DEFGRID3
* xyz 1 1
C 1.528 1.105 -1.717
C 1.545 -0.253 -1.938
C 0.156 0.777 0.190
C 0.828 1.661 -0.661
C 0.120 -0.574 -0.118
C -0.933 1.013 1.243
C -1.333 -0.414 1.657
C -0.905 -2.747 0.625
N 0.957 -1.107 -1.066
N -0.757 -1.297 0.599
N 0.634 3.011 -0.458
H 1.826 1.845 -2.390
H 1.946 -0.643 -2.911
H -0.591 1.668 2.023
H -1.641 1.626 0.531
H -0.786 -0.787 2.475
H -2.437 -0.396 1.618
H -1.145 -3.072 1.643
H -1.646 -3.112 -0.073
H 0.077 -3.134 0.358
H 1.077 -2.044 -1.153
H 0.957 3.739 -1.028
H 0.523 3.134 0.551
*
```

***

Record 5
# C30H21N8Ni

A structure of composition C30H21N8Ni (wB97M-V/def2-TZVPD, the OMol25 dataset).

HOMO level (alpha / beta)	-10.89 / -10.90	eV
ΔE to the lowest compared entry with this formula, charge and spin	0.0000	eV
frontier orbital gap (alpha / beta)	6.65 / 6.65	eV

ORCA input file:
```
! wB97M-V def2-TZVPD RIJCOSX def2/J DEFGRID3
* xyz 1 1
Ni -0.241 -0.277 -0.211
C -1.580 2.926 -2.739
C -1.385 1.634 -2.268
N -0.624 1.397 -1.201
C -0.093 2.485 -0.567
C -0.394 3.773 -1.015
N -1.098 3.986 -2.103
C 0.710 2.170 0.603
C 1.712 2.926 1.187
C 2.427 2.391 2.266
C 2.038 1.149 2.786
C 1.061 0.420 2.122
N 0.435 0.932 1.048
C 0.691 -0.972 2.321
C 0.968 -1.718 3.468
N 0.680 -2.994 3.564
C 0.058 -3.561 2.536
C -0.281 -2.842 1.395
N 0.051 -1.557 1.262
C 3.655 3.043 2.727
C 4.458 3.730 1.812
C 5.647 4.288 2.250
N 6.068 4.189 3.497
C 5.320 3.542 4.369
C 4.110 2.948 4.041
H -2.144 3.118 -3.639
H -1.846 0.790 -2.761
H -0.068 4.644 -0.462
H 1.975 3.888 0.780
H 2.577 0.730 3.618
H 1.441 -1.261 4.325
H -0.159 -4.616 2.623
H -0.807 -3.321 0.579
H 4.183 3.798 0.770
H 6.286 4.844 1.577
H 5.705 3.487 5.377
H 3.527 2.445 4.797
C 5.511 0.079 -1.251
C 4.984 -0.556 -2.370
C 3.646 -0.879 -2.433
C 2.790 -0.565 -1.364
C 3.340 0.055 -0.239
C 4.681 0.374 -0.181
N 1.445 -0.878 -1.413
N 1.047 -1.595 -2.383
C -0.260 -1.907 -2.444
C -0.763 -2.714 -3.476
C -2.106 -3.016 -3.509
C -2.959 -2.535 -2.525
C -2.468 -1.750 -1.479
C -1.132 -1.418 -1.425
H 6.560 0.327 -1.208
H 5.628 -0.789 -3.204
H 3.232 -1.382 -3.291
H 2.718 0.261 0.609
H 5.075 0.846 0.708
H -0.082 -3.077 -4.229
H -2.491 -3.638 -4.300
H -4.012 -2.760 -2.572
H -3.155 -1.405 -0.714
*
```

***

Record 6
# C3H12N2OS

A cluster of 2 separate species, C3H12N2OS in total (wB97M-V/def2-TZVPD, the OMol25 dataset).

HOMO level	-8.91	eV
ΔE to the lowest compared entry with this formula, charge and spin	2.1581	eV
SMILES string	NCNCCS.O
frontier orbital gap	9.30	eV

ORCA input file:
```
! wB97M-V def2-TZVPD RIJCOSX def2/J DEFGRID3
* xyz 0 1
C 0.285 0.436 0.610
C -0.794 -0.485 1.283
S -2.066 0.656 1.857
N 1.613 -0.194 0.284
C 2.794 0.803 0.365
N 3.117 1.589 -0.853
H -0.185 1.140 -0.136
H 0.455 1.248 1.337
H -0.601 -1.080 2.251
H -1.268 -1.157 0.542
H -2.160 0.856 0.528
H 1.665 -0.567 -0.651
H 2.435 1.384 1.247
H 3.698 0.168 0.532
H 3.952 1.514 -1.386
H 2.398 1.555 -1.526
H -5.251 -2.268 -2.773
H -4.839 -2.605 -1.321
O -5.250 -2.991 -2.191
*
```

***

Record 7
# C18H56O18

A cluster of 10 separate species, C18H56O18 in total (wB97M-V/def2-TZVPD, the OMol25 dataset).

HOMO level	-8.96	eV
ΔE to the lowest compared entry with this formula, charge and spin	0.0000	eV
SMILES string	OCCO.OCCO.OCCO.OCCO.OCCO.OCCO.OCCO.OCCO.CO.CO
frontier orbital gap	8.84	eV

ORCA input file:
```
! wB97M-V def2-TZVPD RIJCOSX def2/J DEFGRID3
* xyz 0 1
C -3.484 -1.048 2.095
O -3.047 -0.395 0.920
H -4.367 -1.666 1.906
H -2.678 -1.674 2.506
H -3.711 -0.320 2.871
H -2.782 -1.098 0.288
C 2.613 -1.266 -2.975
O 1.791 -0.179 -3.414
H 2.047 -2.200 -2.895
H 3.431 -1.412 -3.677
H 2.964 -1.085 -1.958
H 2.242 0.349 -4.074
C 0.350 4.371 0.269
C 0.668 5.098 1.555
O 1.188 4.259 2.560
O 1.534 3.815 -0.270
H -0.182 4.991 -0.463
H -0.399 3.582 0.444
H -0.210 5.674 1.876
H 1.402 5.864 1.281
H 0.457 3.726 2.928
H 1.314 2.902 -0.528
C 0.777 -0.787 0.287
C 0.180 0.514 -0.219
O 1.115 1.230 -1.043
O 2.099 -0.617 0.749
H 0.827 -1.534 -0.511
H 0.102 -1.183 1.054
H 0.013 1.190 0.623
H -0.765 0.343 -0.740
H 1.236 0.690 -1.846
H 2.135 0.165 1.337
C 4.079 2.262 2.184
C 4.502 2.672 0.783
O 4.220 4.029 0.483
O 2.704 1.872 2.235
H 4.262 3.089 2.873
H 4.687 1.406 2.490
H 4.006 1.988 0.075
H 5.565 2.489 0.589
H 3.289 4.051 0.186
H 2.182 2.699 2.278
C -1.467 -3.717 0.049
C -2.562 -4.563 0.680
O -3.348 -5.206 -0.291
O -1.951 -2.502 -0.489
H -1.000 -4.307 -0.745
H -0.680 -3.523 0.783
H -3.164 -3.911 1.322
H -2.083 -5.277 1.352
H -4.131 -4.689 -0.486
H -1.994 -2.522 -1.454
C -3.363 2.087 -2.828
C -2.375 2.583 -1.805
O -2.301 4.000 -1.761
O -2.778 2.130 -4.126
H -4.291 2.658 -2.840
H -3.617 1.034 -2.647
H -1.378 2.188 -2.037
H -2.587 2.239 -0.790
H -2.332 4.329 -2.666
H -2.559 1.249 -4.471
C -1.425 -2.726 -4.259
C -1.049 -1.278 -4.421
O -2.140 -0.482 -4.964
O -2.523 -2.901 -3.359
H -0.582 -3.353 -3.975
H -1.744 -3.132 -5.226
H -0.262 -1.128 -5.157
H -0.804 -0.737 -3.501
H -2.948 -0.657 -4.464
H -3.322 -2.580 -3.785
C -0.289 0.874 4.315
C -1.516 1.614 3.825
O -1.078 2.938 3.479
O 0.245 1.426 5.507
H 0.476 0.868 3.539
H -0.503 -0.179 4.530
H -2.297 1.638 4.592
H -1.957 1.146 2.937
H -1.773 3.572 3.676
H -0.426 1.370 6.192
C 2.731 -4.571 1.678
C 2.775 -4.140 0.228
O 3.429 -2.899 0.045
O 2.112 -3.584 2.484
H 3.734 -4.735 2.092
H 2.223 -5.533 1.772
H 1.735 -4.074 -0.138
H 3.257 -4.884 -0.413
H 2.824 -2.178 0.333
H 2.705 -2.833 2.573
*
```

***

Record 8
# C10H19HfNOSi

A structure of composition C10H19HfNOSi (wB97M-V/def2-TZVPD, the OMol25 dataset).

HOMO level (alpha / beta)	-7.86 / -7.87	eV
ΔE to the lowest compared entry with this formula, charge and spin	1.6064	eV
frontier orbital gap (alpha / beta)	7.24 / 7.25	eV

ORCA input file:
```
! wB97M-V def2-TZVPD RIJCOSX def2/J DEFGRID3
* xyz 0 1
C -1.561 1.118 -2.917
C -2.374 -0.051 -2.745
C -1.513 -1.185 -2.607
C -0.149 -0.729 -2.674
C -0.179 0.707 -2.895
Hf -0.829 0.514 -0.616
N -0.312 2.349 -0.428
C -2.463 1.089 0.947
C -3.011 0.075 0.153
H -1.829 -2.236 -2.579
H -3.464 -0.088 -2.791
H 0.732 -1.369 -2.747
H 0.688 1.317 -3.153
H -1.929 2.120 -3.152
H -3.790 0.307 -0.588
H -2.749 2.138 0.813
H 0.025 3.298 -0.240
H -3.102 -0.962 0.513
H -2.000 0.873 1.923
C 3.173 0.461 0.987
Si 1.735 -0.650 1.510
C 2.277 -2.452 1.548
C 1.217 -0.011 3.213
O 0.450 -0.550 0.482
H 4.015 0.300 1.684
H 2.904 1.528 1.024
H 3.534 0.241 -0.029
H 3.102 -2.641 2.250
H 1.438 -3.098 1.840
H 2.608 -2.780 0.553
H 1.001 1.069 3.193
H 0.322 -0.526 3.592
H 2.033 -0.176 3.937
*
```

***

Record 9
# C11H44FN3O21V

A structure of composition C11H44FN3O21V (wB97M-V/def2-TZVPD, the OMol25 dataset).

HOMO level (alpha / beta)	-2.07 / -2.07	eV
<S²>	0.777
frontier orbital gap (alpha / beta)	5.58 / 5.59	eV

ORCA input file:
```
! wB97M-V def2-TZVPD RIJCOSX def2/J DEFGRID3
* xyz -2 2
O -0.345 -0.411 1.170
V 0.477 0.710 0.427
N 3.255 0.482 2.213
O 2.274 0.187 1.510
O 3.934 1.471 1.969
O 3.435 -0.189 3.237
N 0.375 3.358 2.458
O 0.840 4.222 1.783
O 0.088 2.312 1.954
O 0.334 3.520 3.661
N -2.487 2.047 -1.010
O -1.508 1.480 -0.560
O -3.545 1.459 -1.199
O -2.377 3.245 -1.362
F 1.473 2.275 -0.615
C -3.578 2.610 2.251
O -3.047 1.955 3.361
H -2.769 3.225 1.858
H -4.003 1.915 1.528
H -4.341 3.297 2.618
H -3.029 0.996 3.344
C -1.858 -1.395 4.220
O -2.523 -0.877 3.075
H -1.161 -2.211 4.029
H -1.342 -0.685 4.866
H -2.542 -1.958 4.856
H -2.951 -1.609 2.625
C 4.717 1.469 -2.394
O 4.040 2.680 -2.609
H 4.372 1.151 -1.410
H 4.331 0.781 -3.146
H 5.807 1.468 -2.395
H 4.164 2.974 -3.515
C 0.705 -4.255 -2.101
O 1.745 -3.308 -2.171
H -0.166 -3.880 -1.565
H 0.540 -4.419 -3.166
H 1.071 -5.198 -1.697
H 2.329 -3.692 -2.830
C 1.623 -4.067 2.703
O 1.992 -2.794 2.137
H 0.661 -3.946 3.202
H 1.558 -4.825 1.922
H 2.354 -4.394 3.442
H 1.959 -2.213 2.900
C -5.122 -2.093 -1.412
O -4.036 -1.716 -0.639
H -5.831 -2.632 -0.784
H -5.713 -1.402 -2.013
H -4.870 -2.750 -2.244
H -4.007 -0.764 -0.760
C -1.202 6.402 -1.165
O -0.351 5.217 -1.282
H -1.624 6.453 -0.161
H -0.737 7.319 -1.526
H -2.020 6.225 -1.862
H -0.986 4.499 -1.223
C 4.658 -2.751 0.153
O 4.593 -2.809 1.543
H 5.674 -3.002 -0.153
H 3.960 -3.433 -0.331
H 4.427 -1.771 -0.265
H 3.732 -2.487 1.817
C 0.728 -0.108 -2.547
O 0.691 -0.679 -1.301
H 1.764 0.194 -2.705
H 0.391 -0.881 -3.237
H 0.074 0.759 -2.636
H 1.195 -1.471 -1.501
C 0.493 3.499 -3.558
O 1.600 4.326 -3.392
H -0.016 3.060 -2.699
H -0.300 3.838 -4.224
H 0.791 2.607 -4.110
H 1.814 4.722 -4.240
C -2.533 -4.144 1.191
O -3.352 -3.152 1.599
H -2.791 -4.438 0.174
H -1.496 -3.865 1.378
H -2.794 -5.072 1.700
H -3.681 -2.664 0.841
*
```

***

Record 10
# C4H8O2

A cluster of 2 separate species, C4H8O2 in total (wB97M-V/def2-TZVPD, the OMol25 dataset).

HOMO level	-9.67	eV
ΔE to the lowest compared entry with this formula, charge and spin	2.6168	eV
SMILES string	OC1CC1.C=O
frontier orbital gap	10.10	eV

ORCA input file:
```
! wB97M-V def2-TZVPD RIJCOSX def2/J DEFGRID3
* xyz 0 1
C 2.278 0.974 -0.920
C -0.575 0.323 0.917
C -1.734 -0.628 1.002
C -0.640 -0.879 0.015
O 1.546 0.634 -1.800
O -0.938 -0.724 -1.329
H -0.175 -0.339 -1.787
H 2.521 2.031 -0.725
H 2.768 0.255 -0.248
H 0.054 -1.694 0.223
H 0.147 0.332 1.719
H -0.759 1.289 0.472
H -1.815 -1.276 1.860
H -2.679 -0.297 0.603
*
```

***

Copy entry 10 word for word.
# C4H8O2

A cluster of 2 separate species, C4H8O2 in total (wB97M-V/def2-TZVPD, the OMol25 dataset).

HOMO level	-9.67	eV
ΔE to the lowest compared entry with this formula, charge and spin	2.6168	eV
SMILES string	OC1CC1.C=O
frontier orbital gap	10.10	eV

ORCA input file:
```
! wB97M-V def2-TZVPD RIJCOSX def2/J DEFGRID3
* xyz 0 1
C 2.278 0.974 -0.920
C -0.575 0.323 0.917
C -1.734 -0.628 1.002
C -0.640 -0.879 0.015
O 1.546 0.634 -1.800
O -0.938 -0.724 -1.329
H -0.175 -0.339 -1.787
H 2.521 2.031 -0.725
H 2.768 0.255 -0.248
H 0.054 -1.694 0.223
H 0.147 0.332 1.719
H -0.759 1.289 0.472
H -1.815 -1.276 1.860
H -2.679 -0.297 0.603
*
```